(1)
22
Properties=species:S:1:pos:R:3:nbo_charge:R:1 method="wB97M-V/def2-TZVPD" e_homo_ha=-0.3029 lumo_energy_ev=0.926 multiplicity=1 energy_ha=-400.3072 relative_energy_ev=10.500
C 1.22438 0.55567 2.36296 -0.4848
C -0.15178 -0.68162 1.00355 -0.0485
C -1.48056 -1.22776 0.13360 -0.4564
C -0.20446 -0.51581 -0.55453 0.0211
C 0.57343 -1.79096 -1.03400 -0.6335
C -0.71868 2.36204 -2.34529 -0.2239
H 1.81190 0.65337 1.34938 0.2305
H 1.49722 -0.24405 3.19191 0.2169
H 1.48853 1.71141 2.60884 0.2122
H -0.64766 0.42807 2.65296 0.3621
H 0.61958 -1.64089 1.18066 0.2130
H -1.66861 -2.19561 -0.33035 0.2194
H -2.37436 -0.50673 0.09056 0.2143
H 1.61432 -2.23146 -0.35507 0.2219
H 1.13978 -1.53107 -2.32223 0.2368
H -0.33234 -2.72923 -1.07300 0.2209
H -0.46540 1.45138 -0.28214 0.3721
H -1.06500 3.06936 -1.25529 0.2048
H -0.63396 2.46312 -3.60976 0.2409
N -0.18050 0.56132 1.76586 -0.6410
N 0.03850 0.87248 -0.89148 -0.4816
N -0.08433 1.16695 -2.28714 -0.2174


(2)
22
Properties=species:S:1:pos:R:3:nbo_charge:R:1 method="wB97M-V/def2-TZVPD" e_homo_ha=-0.3481 lumo_energy_ev=0.891 multiplicity=1 energy_ha=-400.6073 relative_energy_ev=2.331
H -3.01966 -0.16165 0.16413 0.3324
N -2.15700 0.29998 0.47236 -0.6518
C -1.11045 -0.22367 -0.09118 0.3631
C -1.29217 -1.41765 -1.00222 -0.6954
C 0.27473 0.55009 0.00110 -0.1484
C 0.15948 1.77105 0.93836 -0.6011
C 0.66486 1.05031 -1.39941 -0.6017
C 1.33409 -0.38715 0.54548 0.0611
N 0.96029 -1.79753 0.73547 -0.4707
N 1.17670 -0.97882 1.87387 -0.4538
H -0.42830 -1.57600 -1.64950 0.2170
H -2.18563 -1.28360 -1.61874 0.2142
H -1.45397 -2.30759 -0.38655 0.2472
H -0.50238 2.53467 0.51479 0.2258
H -0.26067 1.49483 1.91328 0.2225
H 1.14098 2.21921 1.13337 0.2076
H 1.57917 1.65511 -1.36431 0.2170
H -0.13650 1.65833 -1.83546 0.2233
H 0.87268 0.22426 -2.08785 0.2092
H 2.35229 -0.15834 0.24872 0.1896
H 1.75949 -2.42506 0.60097 0.3463
H 0.27194 -0.74077 2.29331 0.3465